(1)
Density functional theory data (the ωB97M-V functional and the def2-TZVPD basis) for a 6-piece molecular cluster, C37H46F5N2O7P2 overall.

Geometry as ORCA input:
```
! RIJCOSX wB97M-V def2-TZVPD def2/J DEFGRID3
* xyz -1 1
N -1.167 1.729 -2.258
C -2.074 0.823 -2.981
C -2.725 -0.243 -2.081
C -2.136 -1.647 -2.257
P -0.425 -1.884 -1.388
N 0.571 -1.602 -2.871
C -0.575 -3.764 -1.736
C 0.569 -4.732 -1.414
C 1.685 -4.749 -2.417
O 2.857 -4.560 -2.220
O 1.244 -5.067 -3.670
C 1.275 -2.014 -0.428
O 1.190 -2.571 0.869
O 2.544 -2.905 1.304
P -1.583 -2.046 0.716
O -1.252 -1.014 1.755
O -3.216 -1.963 0.491
O -1.472 -3.547 1.371
H -0.189 1.531 -2.408
H -1.344 2.700 -2.469
H -2.854 1.450 -3.420
H -1.546 0.331 -3.806
H -3.797 -0.285 -2.304
H -2.620 0.097 -1.047
H -2.858 -2.402 -1.938
H -1.994 -1.815 -3.333
H -0.416 -0.477 -1.084
H 0.343 -2.219 -3.641
H 0.506 -0.640 -3.181
H -0.818 -3.868 -2.799
H -1.469 -4.112 -1.215
H 0.156 -5.748 -1.449
H 0.991 -4.586 -0.423
H 2.043 -5.114 -4.212
H 2.029 -2.541 -1.009
H 1.596 -0.967 -0.347
H 2.362 -3.696 1.827
H -3.512 -1.227 1.043
H -1.395 -3.429 2.327
F 2.211 2.979 5.518
C 1.953 1.921 4.697
C 0.670 1.753 4.215
C 0.415 0.672 3.378
C 1.432 -0.214 3.044
C 2.711 -0.013 3.544
C 2.986 1.064 4.382
H -0.104 2.456 4.491
H -0.573 0.508 2.968
H 1.218 -1.044 2.389
H 3.501 -0.704 3.276
H 3.976 1.242 4.784
F 0.953 4.404 -3.291
C 0.603 5.069 -2.170
C 1.369 4.899 -1.035
C 0.998 5.581 0.114
C -0.116 6.410 0.113
C -0.867 6.557 -1.044
C -0.512 5.881 -2.204
H 2.224 4.236 -1.059
H 1.581 5.455 1.017
H -0.403 6.933 1.016
H -1.742 7.194 -1.047
H -1.083 5.972 -3.118
F 2.103 0.956 -1.804
C 2.940 1.564 -2.656
C 4.191 1.936 -2.200
C 5.052 2.577 -3.079
C 4.659 2.837 -4.386
C 3.396 2.450 -4.815
C 2.524 1.806 -3.951
H 4.469 1.720 -1.177
H 6.036 2.872 -2.740
H 5.334 3.338 -5.066
H 3.083 2.653 -5.831
H 1.536 1.497 -4.266
F 3.490 -2.648 10.106
C 3.555 -2.833 8.765
C 3.035 -1.862 7.935
C 3.109 -2.060 6.563
C 3.691 -3.213 6.051
C 4.204 -4.172 6.913
C 4.141 -3.988 8.288
H 2.584 -0.974 8.357
H 2.710 -1.313 5.890
H 3.742 -3.358 4.980
H 4.656 -5.072 6.517
H 4.536 -4.718 8.982
F -5.429 1.676 -3.341
C -6.584 1.238 -2.807
C -7.271 0.227 -3.448
C -8.457 -0.222 -2.886
C -8.936 0.338 -1.710
C -8.221 1.353 -1.088
C -7.031 1.812 -1.633
H -6.872 -0.196 -4.360
H -9.006 -1.020 -3.370
H -9.860 -0.020 -1.275
H -8.587 1.788 -0.167
H -6.447 2.591 -1.163
*
```

For the gap between HOMO and LUMO, the calculation gives 6.980 eV. As for the HOMO energy: -0.1665 Eh. For the electronic energy, the calculation gives -3255.72201 Ha. For the relative energy (zero: lowest compared OMol25 entry of this formula, charge and spin), the calculation gives 0.0000 eV.

(2)
Density functional theory data (the ωB97M-V functional and the def2-TZVPD basis) for C37H46N3O5SbTeTl as an isolated structure.

Geometry as ORCA input:
```
! RIJCOSX wB97M-V def2-TZVPD def2/J DEFGRID3
* xyz 0 2
Tl -1.355 0.448 1.726
O 1.817 4.928 3.148
C 1.670 4.259 4.299
C 1.856 4.971 5.486
C 1.722 4.347 6.708
C 1.398 2.994 6.780
C 1.218 2.286 5.610
C 1.346 2.889 4.355
C 1.140 2.048 3.142
O 0.887 0.797 3.323
N 1.243 2.668 1.989
N 0.899 1.955 0.845
C 1.163 2.632 -0.212
C 0.838 2.349 -1.613
C 1.383 3.240 -2.545
C 1.132 3.138 -3.900
C 0.282 2.139 -4.353
C -0.288 1.253 -3.457
C -0.001 1.329 -2.097
O -0.515 0.469 -1.199
H 1.631 4.269 2.427
H 2.107 6.021 5.412
H 1.869 4.918 7.616
H 1.288 2.505 7.738
H 0.969 1.234 5.639
H 1.678 3.586 -0.072
H 2.022 4.034 -2.177
H 1.580 3.837 -4.592
H 0.055 2.048 -5.407
H -0.950 0.472 -3.817
C 4.140 -1.313 0.952
Sb 2.623 -0.676 2.336
C 2.794 -2.229 3.776
C 3.907 0.751 3.287
H 5.067 -1.272 1.523
H 4.189 -0.636 0.106
H 3.940 -2.327 0.614
H 3.801 -2.166 4.184
H 2.625 -3.179 3.276
H 2.063 -2.103 4.572
H 4.839 0.225 3.502
H 3.457 1.101 4.213
H 4.106 1.599 2.636
C 0.252 -3.984 -0.298
C 0.169 -2.700 0.491
O 0.898 -2.611 1.523
N -0.727 -1.755 0.233
Te -1.501 -1.234 -1.478
C 0.157 -1.896 -2.938
C 1.460 -1.432 -3.113
C 2.250 -0.834 -1.983
C 2.111 -1.590 -4.337
C 1.510 -2.239 -5.400
C 2.212 -2.406 -6.720
C 0.243 -2.777 -5.198
C -0.436 -2.618 -3.998
C -1.784 -3.304 -3.878
C -3.251 -0.271 -0.337
C -4.110 -1.243 0.216
C -3.665 -2.662 0.484
C -5.423 -0.919 0.549
C -5.938 0.348 0.340
C -7.358 0.691 0.701
C -5.098 1.300 -0.221
C -3.782 1.015 -0.566
C -2.972 2.145 -1.150
H 1.109 -4.567 0.028
H 0.321 -3.780 -1.366
H -0.659 -4.561 -0.117
H 1.665 -0.785 -1.065
H 2.605 0.171 -2.224
H 3.129 -1.453 -1.800
H 3.119 -1.202 -4.450
H 3.145 -1.845 -6.743
H 1.585 -2.059 -7.543
H 2.445 -3.456 -6.909
H -0.223 -3.345 -5.998
H -1.869 -4.077 -4.642
H -2.626 -2.621 -4.013
H -1.912 -3.795 -2.910
H -3.360 -3.180 -0.434
H -4.482 -3.240 0.913
H -2.817 -2.698 1.167
H -6.057 -1.684 0.986
H -7.878 -0.171 1.116
H -7.912 1.030 -0.176
H -7.391 1.494 1.438
H -5.477 2.304 -0.388
H -3.545 3.071 -1.127
H -2.700 1.956 -2.190
H -2.045 2.310 -0.600
O -0.730 -1.612 3.483
H -0.170 -1.019 4.003
H -0.121 -2.052 2.859
*
```

For the gap between HOMO and LUMO (alpha / beta), the calculation gives 7.285 / 5.634 eV. As for the HOMO energy (alpha / beta): -0.2738 / -0.2738 Eh. For the electronic energy, the calculation gives -2658.60078 Ha. As for the expectation value of S²: 0.754. For the relative energy (zero: lowest compared OMol25 entry of this formula, charge and spin), the calculation gives 1.3925 eV.

(3)
Density functional theory data (the ωB97M-V functional and the def2-TZVPD basis) for C37H47BN7O2S4V as an isolated structure.

Geometry as ORCA input:
```
! RIJCOSX wB97M-V def2-TZVPD def2/J DEFGRID3
* xyz 3 2
V -1.177 -0.210 -0.383
C -0.638 1.475 -6.101
C -1.514 1.248 -4.917
C -2.777 0.695 -4.972
C -3.543 0.393 -3.816
N -3.105 0.727 -2.612
N -1.935 1.332 -2.595
B -1.023 1.740 -1.440
N -1.562 3.068 -0.777
N -2.639 3.533 -1.375
C -3.088 4.746 -1.078
C -2.390 5.554 -0.174
C -1.268 5.076 0.474
C -0.500 5.914 1.443
C -0.892 3.764 0.149
S 0.492 2.955 0.907
C -4.337 5.176 -1.824
C -4.839 6.535 -1.336
C -3.979 5.258 -3.317
C -5.428 4.119 -1.606
N -1.601 0.827 1.364
N -2.496 -0.130 1.137
C -3.394 -0.508 2.028
C -3.339 0.115 3.293
C -2.400 1.078 3.578
C -2.296 1.742 4.909
C -1.510 1.428 2.520
S -0.305 2.691 2.784
C -4.407 -1.552 1.611
C -3.709 -2.673 0.830
C -5.428 -0.832 0.709
C -5.123 -2.146 2.825
C -1.111 1.548 -3.610
S 0.336 2.097 -2.773
C -4.871 -0.346 -3.872
C -5.939 0.491 -3.157
C -4.688 -1.695 -3.158
C -5.317 -0.608 -5.311
H -1.218 1.831 -6.951
H -0.161 0.536 -6.393
H 0.146 2.199 -5.885
H -3.186 0.432 -5.937
H -2.726 6.565 0.015
H -0.779 6.960 1.340
H 0.574 5.821 1.287
H -0.717 5.612 2.469
H -4.139 7.342 -1.563
H -5.047 6.536 -0.264
H -5.772 6.772 -1.846
H -3.158 5.954 -3.497
H -4.845 5.611 -3.875
H -3.697 4.277 -3.705
H -5.740 4.080 -0.560
H -5.089 3.129 -1.912
H -6.302 4.380 -2.203
H -4.039 -0.191 4.059
H -2.661 2.771 4.843
H -1.262 1.780 5.259
H -2.890 1.217 5.653
H -3.224 -2.306 -0.079
H -4.453 -3.403 0.514
H -2.974 -3.193 1.448
H -4.944 -0.377 -0.157
H -5.965 -0.056 1.257
H -6.159 -1.557 0.351
H -4.428 -2.618 3.523
H -5.816 -2.914 2.485
H -5.717 -1.401 3.358
H -5.648 0.717 -2.131
H -6.879 -0.062 -3.134
H -6.120 1.433 -3.681
H -4.408 -1.552 -2.112
H -3.919 -2.296 -3.643
H -5.627 -2.249 -3.186
H -5.459 0.318 -5.873
H -6.276 -1.123 -5.296
H -4.615 -1.248 -5.849
O -1.245 -1.900 -3.819
C -0.399 -1.787 -2.993
O -0.744 -1.060 -1.822
C 0.955 -2.343 -2.959
C 1.968 -1.818 -2.153
C 3.231 -2.379 -2.194
C 3.481 -3.471 -3.018
C 2.476 -3.992 -3.824
C 1.215 -3.424 -3.806
H 1.781 -0.948 -1.537
H 4.032 -1.959 -1.599
H 4.469 -3.911 -3.042
H 2.681 -4.835 -4.469
H 0.424 -3.810 -4.436
S 1.739 -3.054 1.561
C 2.239 -1.466 1.944
C 1.377 -0.563 1.419
N 0.330 -1.128 0.727
C 0.414 -2.448 0.724
H 3.129 -1.278 2.523
H 1.455 0.508 1.492
H -0.293 -3.084 0.210
*
```

For the gap between HOMO and LUMO (alpha / beta), the calculation gives 6.625 / 7.129 eV. As for the HOMO energy (alpha / beta): -0.5958 / -0.5958 Eh. For the electronic energy, the calculation gives -4532.68219 Ha. As for the expectation value of S²: 0.812. For the relative energy (zero: lowest compared OMol25 entry of this formula, charge and spin), the calculation gives 1.1029 eV.